[1]
{"formula": "C2H5N3O3", "method": "wB97M-V/def2-TZVPD", "species": ["H", "N", "C", "N", "O", "O", "C", "N", "O", "H", "H", "H", "H"], "coordinates": [[-0.09288, 2.34780, -0.12072], [0.84491, 2.02355, 0.03896], [0.87183, 0.72845, -0.08746], [2.05152, 0.12686, -0.18060], [2.26990, -1.24979, -0.13986], [-0.15867, -0.24164, -0.16068], [-1.45456, 0.02679, -0.10783], [-2.20349, -1.09378, -0.04076], [-1.86085, 1.14550, -0.14672], [2.83145, 0.71750, 0.12022], [1.87190, -1.54851, 0.70299], [-1.76633, -2.01470, -0.08623], [-3.20472, -0.96804, 0.20870]], "lowdin_charge": [0.0280, 0.1467, -0.4315, -0.0168, -0.0020, 0.1020, -0.6525, 0.1799, 0.1093, 0.1630, 0.1112, 0.1205, 0.1423], "gap_ev": 9.514, "total_charge": 0, "lumo_ev": 0.4, "smiles": "[H]/N=C(/NO)OC(N)=O", "molar_mass_g_mol": 119.1}

=====

[2]
{"formula": "C24H36O12", "method": "wB97M-V/def2-TZVPD", "species": ["O", "C", "O", "C", "C", "C", "H", "H", "H", "H", "H", "H", "O", "C", "O", "C", "C", "C", "H", "H", "H", "H", "H", "H", "O", "C", "O", "C", "C", "C", "H", "H", "H", "H", "H", "H", "O", "C", "O", "C", "C", "C", "H", "H", "H", "H", "H", "H", "O", "C", "O", "C", "C", "C", "H", "H", "H", "H", "H", "H", "O", "C", "O", "C", "C", "C", "H", "H", "H", "H", "H", "H"], "coordinates": [[-7.21928, -15.71415, 2.11022], [-6.56072, -15.16463, 2.95301], [-5.72639, -14.15503, 2.58398], [-4.69348, -13.88183, 3.53709], [-5.24794, -14.64236, 4.86193], [-6.61698, -15.26674, 4.53094], [-4.79480, -12.81123, 3.71494], [-3.68653, -14.27062, 3.38539], [-5.44968, -13.96448, 5.69133], [-4.56482, -15.40593, 5.23395], [-7.39670, -14.66448, 4.99722], [-6.58953, -16.31260, 4.83677], [-6.72166, -11.56414, -0.84615], [-6.91092, -11.36619, -2.03679], [-7.37791, -10.21803, -2.48977], [-7.96403, -10.41417, -3.89633], [-7.64579, -11.92509, -4.21176], [-6.81887, -12.42912, -3.10861], [-7.33799, -9.78097, -4.52500], [-9.00099, -10.07943, -3.86890], [-7.01577, -11.93832, -5.10113], [-8.49023, -12.55174, -4.49870], [-5.78282, -12.52082, -3.43463], [-7.13138, -13.39438, -2.71021], [-3.95650, -8.88264, -0.25352], [-3.37508, -9.77689, 0.39445], [-2.34025, -9.40611, 1.15343], [-1.73613, -10.50276, 1.68814], [-2.64265, -11.66189, 1.59578], [-3.49681, -11.30451, 0.32502], [-1.39154, -10.32352, 2.70659], [-0.91300, -10.56995, 0.97678], [-3.34371, -11.55162, 2.42309], [-2.04476, -12.55219, 1.79072], [-4.49723, -11.73684, 0.30689], [-2.87688, -11.63579, -0.50807], [5.13485, -12.35314, 0.98890], [4.17902, -11.61541, 1.04853], [4.21394, -10.61320, 2.01406], [2.90665, -10.09706, 2.32491], [2.05933, -11.01531, 1.37001], [2.91277, -11.41992, 0.22354], [2.86218, -9.02507, 2.13262], [2.79408, -10.24787, 3.39854], [1.20536, -10.41061, 1.06477], [1.71794, -11.83788, 1.99844], [3.07629, -10.57382, -0.44389], [2.73432, -12.29071, -0.40732], [-8.11931, -3.98524, 1.84831], [-7.59232, -5.08507, 1.52788], [-6.30596, -5.24704, 1.27855], [-5.95025, -6.63731, 1.10514], [-7.21140, -7.40578, 1.62602], [-8.27007, -6.35668, 1.45452], [-4.98977, -6.88560, 1.55673], [-5.81345, -6.79324, 0.03506], [-6.99054, -7.57975, 2.67914], [-7.41424, -8.33254, 1.08931], [-8.98193, -6.60877, 2.24052], [-8.53195, -6.52540, 0.40998], [0.12609, -11.07563, 4.48174], [-0.72324, -11.48102, 5.18982], [-1.42967, -10.74805, 5.95197], [-2.23315, -11.44690, 6.89577], [-2.34060, -12.88214, 6.38953], [-1.11831, -12.92253, 5.40769], [-3.13388, -10.83341, 6.91617], [-1.63614, -11.42322, 7.80742], [-3.37100, -12.96315, 6.04340], [-2.08862, -13.59234, 7.17708], [-1.36525, -13.14569, 4.36974], [-0.26601, -13.58185, 5.57195]], "lowdin_charge": [0.1276, -0.4387, -0.0052, -0.1331, -0.1604, -0.0512, 0.1059, 0.1141, 0.0899, 0.1055, 0.1203, 0.1193, 0.0738, -0.5051, 0.0140, -0.0326, -0.1617, -0.0991, 0.1151, 0.1180, 0.1107, 0.1192, 0.1337, 0.1370, 0.0501, -0.4179, 0.0495, -0.2338, -0.1449, -0.0135, 0.1237, 0.1229, 0.0972, 0.1261, 0.1065, 0.1339, 0.1212, -0.4442, -0.0223, -0.1204, -0.1730, -0.0750, 0.1190, 0.1170, 0.0895, 0.1191, 0.1330, 0.1299, 0.4321, -0.2999, 0.1311, -0.0627, -0.0883, -0.0498, 0.1435, 0.1377, 0.1323, 0.1473, 0.1635, 0.1755, 0.1271, -0.5988, 0.0589, -0.1284, -0.1018, -0.0383, 0.1325, 0.1339, 0.0858, 0.1169, 0.1048, 0.1344], "gap_ev": [6.876, 2.063], "total_charge": 1, "lumo_ev": [-4.4, -9.3], "molar_mass_g_mol": 516.5, "multiplicity": 2}

=====

[3]
{"formula": "C5H11NO", "method": "wB97M-V/def2-TZVPD", "species": ["C", "N", "C", "O", "C", "C", "C", "H", "H", "H", "H", "H", "H", "H", "H", "H", "H", "H"], "coordinates": [[-1.65661, 0.27242, 1.78503], [-0.34323, 0.19657, 1.62752], [0.07502, -0.80510, 0.65169], [-0.38528, -1.93361, 0.77185], [0.51475, -0.13633, -0.51704], [1.41867, 1.07512, -0.54251], [0.54066, -0.96469, -1.77621], [-1.88555, 0.55835, 0.01118], [-2.09437, 1.16145, 2.22751], [-2.20851, -0.65954, 1.77421], [0.14996, 1.07978, 1.61381], [-1.18008, 0.42833, -0.47901], [2.43648, 0.77385, -0.82791], [1.51077, 1.61105, 0.40948], [1.08381, 1.80286, -1.29172], [0.40774, -0.33613, -2.66495], [1.50531, -1.48279, -1.87979], [-0.24330, -1.72548, -1.75641]], "lowdin_charge": [-0.0098, 0.0077, -0.5359, 0.0296, -0.3457, -0.0743, -0.0747, 0.1058, 0.0883, 0.0883, 0.1214, 0.1230, 0.0836, 0.0637, 0.0818, 0.0792, 0.0885, 0.0793], "gap_ev": [7.746, 7.745], "total_charge": 0, "lumo_ev": [0.2, 0.2], "molar_mass_g_mol": 101.1}

=====

[4]
{"formula": "C15H32NO2P2V", "method": "wB97M-V/def2-TZVPD", "species": ["V", "P", "C", "C", "N", "C", "C", "C", "C", "C", "P", "H", "H", "H", "H", "H", "H", "H", "H", "O", "H", "H", "O", "H", "C", "H", "H", "H", "C", "H", "H", "H", "C", "H", "H", "H", "C", "H", "H", "H", "C", "C", "C", "C", "H", "H", "H", "H", "H", "H", "H", "H", "H"], "coordinates": [[0.19445, -0.08547, -0.17990], [-0.99316, -1.77687, 0.92109], [-2.62274, -1.14169, 0.29590], [-2.74941, 0.33537, 0.53112], [-1.62708, 1.02267, 0.23433], [-1.63517, 2.36056, 0.26636], [-2.79259, 3.05686, 0.62385], [-3.96501, 2.36259, 0.89643], [-3.95860, 0.97621, 0.82720], [-0.36520, 3.06435, -0.13864], [0.78238, 1.97310, -1.06895], [-4.84750, 0.35715, 0.96683], [-2.73506, 4.13728, 0.59534], [-4.88229, 2.89606, 1.11867], [-0.58798, 3.89305, -0.81918], [0.20230, 3.46950, 0.71315], [-2.59935, -1.35487, -0.80225], [-3.40105, -1.71220, 0.80671], [-0.69207, -0.82664, -3.53119], [-1.38340, -1.07756, -2.84024], [-2.17907, -1.33289, -3.35354], [1.35483, -0.64923, -3.59488], [0.66413, -0.36890, -4.23072], [1.09650, -0.24204, -5.09625], [0.19837, 2.23386, -2.76153], [0.28450, 3.29853, -3.01637], [0.80710, 1.60046, -3.42005], [-0.84485, 1.90404, -2.85491], [2.38434, 2.81602, -1.01435], [3.10152, 2.22757, -1.60523], [2.28996, 3.82585, -1.44030], [2.74379, 2.87437, 0.02213], [-1.21425, -1.82902, 2.72723], [-2.05874, -2.47973, 3.00236], [-0.29174, -2.23248, 3.17054], [-1.37931, -0.82393, 3.13797], [-1.05172, -3.52989, 0.47679], [-0.04091, -3.92704, 0.60522], [-1.74695, -4.08925, 1.11218], [-1.33771, -3.63169, -0.57421], [3.62376, -0.19273, 2.09533], [2.54389, -0.07536, 1.00177], [2.28976, -1.46077, 0.41462], [1.25247, 0.54430, 1.51969], [3.25675, -0.74671, 2.96670], [3.95575, 0.79334, 2.43244], [4.49006, -0.72253, 1.68402], [2.97153, 0.57233, 0.21921], [2.06438, -2.18281, 1.21346], [1.49626, -1.53329, -0.38158], [3.23275, -1.76976, -0.06115], [0.89005, 0.02979, 2.41739], [1.38375, 1.62303, 1.66608]], "lowdin_charge": [0.3267, 0.8302, -0.2619, -0.2960, 0.0319, -0.2856, 0.0001, -0.0268, 0.0026, -0.2516, 0.8105, 0.1258, 0.1222, 0.1197, 0.0980, 0.1051, 0.0865, 0.0974, -0.0042, -0.1116, 0.0642, 0.0870, -0.0627, 0.1034, -0.2537, 0.0568, 0.0196, 0.0578, -0.2361, 0.0577, 0.0603, 0.0534, -0.2362, 0.0571, 0.0554, 0.0547, -0.2375, 0.0455, 0.0566, 0.0518, -0.0726, -0.5474, -0.1210, -0.2675, 0.0828, 0.0816, 0.0765, 0.0925, 0.0939, 0.0258, 0.0980, 0.0431, 0.0404], "gap_ev": [7.637, 7.715], "total_charge": 1, "lumo_ev": [-2.7, -2.7], "molar_mass_g_mol": 371.3, "multiplicity": 4}

=====

[5]
{"formula": "C22H34BBr15O6", "method": "wB97M-V/def2-TZVPD", "species": ["C", "O", "C", "C", "C", "C", "C", "C", "C", "C", "C", "C", "C", "C", "C", "B", "O", "O", "C", "C", "O", "O", "C", "O", "H", "H", "H", "H", "H", "H", "H", "H", "H", "H", "H", "H", "H", "H", "H", "H", "H", "H", "H", "H", "H", "H", "H", "H", "H", "H", "H", "H", "H", "C", "Br", "Br", "Br", "H", "C", "Br", "Br", "Br", "H", "C", "Br", "Br", "Br", "H", "C", "Br", "Br", "Br", "H", "C", "Br", "Br", "Br", "H"], "coordinates": [[-1.98495, -0.01100, 4.13027], [-0.74198, -0.55012, 4.51107], [-0.14121, -1.40176, 3.55710], [1.34855, -1.11747, 3.39604], [1.83074, -1.51202, 1.99346], [3.34278, -1.84429, 1.90308], [4.09170, -0.91631, 0.93186], [3.86545, -1.25323, -0.54800], [2.75657, -0.44540, -1.26036], [1.61837, -1.27619, -1.86108], [0.25926, -0.54367, -1.92354], [-0.52520, -0.76585, -0.64178], [-2.00541, -0.35437, -0.66403], [-2.26690, 0.99948, -1.20685], [-1.64423, 2.17545, -1.03980], [-0.48664, 2.56172, -0.05678], [0.47098, 3.48672, -0.44015], [-0.51788, 2.05555, 1.20706], [-0.22539, 2.93357, 2.28707], [-2.19541, 3.08798, -2.07480], [-1.63994, 3.99934, -2.62406], [-3.35089, 2.51998, -2.60205], [-3.52849, 1.31705, -1.94697], [-4.59967, 0.80450, -1.78672], [-2.05054, 0.17019, 3.05344], [-2.12688, 0.94055, 4.64286], [-2.81385, -0.66194, 4.42457], [-0.25109, -2.43908, 3.90269], [-0.63969, -1.35377, 2.58428], [1.93293, -1.58257, 4.18868], [1.46864, -0.03644, 3.51062], [1.23618, -2.35285, 1.63056], [1.65269, -0.65400, 1.34915], [3.77636, -1.76623, 2.89899], [3.43373, -2.86264, 1.52296], [3.76304, 0.10640, 1.14299], [5.15181, -0.94811, 1.19003], [3.71060, -2.32891, -0.65517], [4.80202, -1.03095, -1.06281], [3.23112, 0.10457, -2.07533], [2.37888, 0.32482, -0.58296], [1.48157, -2.16584, -1.23915], [1.88317, -1.64736, -2.85214], [0.44719, 0.51077, -2.14170], [-0.26993, -0.94626, -2.79158], [-0.48877, -1.82152, -0.37608], [-0.03597, -0.21210, 0.16187], [-2.41214, -0.48606, 0.33949], [-2.51775, -1.06885, -1.31359], [0.01671, 4.31047, -0.66988], [-0.95115, 2.77938, 3.08116], [0.76673, 2.74857, 2.69950], [-0.26426, 3.98437, 2.00077], [3.63544, 4.04058, -1.09849], [3.95372, 5.93520, -1.19599], [3.47741, 3.25298, -2.84286], [4.96878, 3.14334, -0.03833], [2.68402, 3.89801, -0.60488], [-3.26781, 6.67455, 0.65950], [-3.47003, 4.89953, -0.06254], [-1.96861, 6.71152, 2.07922], [-2.84651, 7.94380, -0.71730], [-4.21905, 6.95712, 1.08529], [-1.29996, -4.35786, -4.14506], [-1.08597, -2.58451, -4.86109], [-0.62033, -5.68861, -5.35089], [-0.51640, -4.51153, -2.39352], [-2.36011, -4.53027, -4.03485], [1.72365, -5.14984, -8.77397], [1.59436, -3.36918, -8.05914], [2.87503, -6.25890, -7.70439], [-0.01302, -5.94723, -8.99237], [2.16860, -5.07332, -9.75450], [-5.09812, -1.92594, 7.12580], [-6.63510, -2.78762, 6.35543], [-3.45983, -2.74926, 6.54770], [-5.10018, -0.03328, 6.77706], [-5.16152, -2.05351, 8.19591]], "lowdin_charge": [-0.1247, -0.1821, -0.2359, -0.1627, -0.1950, -0.1866, -0.2153, -0.1860, -0.1998, -0.2036, -0.1979, -0.1959, -0.0965, -0.0548, 0.0472, -0.6419, 0.1462, 0.0457, -0.0405, -0.5010, 0.1406, 0.1294, -0.3718, 0.1810, 0.0752, 0.0831, 0.0361, 0.1265, 0.1058, 0.1106, 0.1147, 0.1090, 0.0813, 0.1004, 0.1031, 0.0917, 0.1037, 0.1069, 0.1021, 0.0830, 0.0964, 0.0812, 0.1085, 0.1158, 0.0368, 0.0984, 0.0861, 0.1313, 0.1277, 0.1186, 0.0886, 0.0990, 0.0597, -1.6501, 0.5769, 0.5881, 0.5755, -0.0692, -1.6093, 0.7510, 0.5927, 0.6032, -0.0276, -1.6183, 0.6088, 0.5659, 0.6026, -0.0285, -1.6429, 0.5592, 0.5662, 0.5481, -0.0319, -1.6462, 0.5714, 0.5931, 0.5740, -0.0321], "gap_ev": 8.715, "total_charge": 0, "lumo_ev": -0.9, "molar_mass_g_mol": 1603.9}

=====

[6]
{"formula": "C11H23N2O5P2Y", "method": "wB97M-V/def2-TZVPD", "species": ["Y", "P", "C", "C", "N", "C", "C", "C", "C", "C", "P", "H", "H", "H", "H", "H", "H", "H", "H", "O", "H", "H", "O", "H", "C", "H", "H", "H", "C", "H", "H", "H", "C", "H", "H", "H", "C", "H", "H", "H", "O", "N", "O", "O"], "coordinates": [[-1.19027, 0.47969, 0.49658], [-1.37014, 1.54007, -2.15785], [-0.61561, 0.04049, -2.75288], [0.42781, -0.63697, -2.06578], [0.68873, -0.45830, -0.67633], [1.91448, -0.84934, -0.21189], [2.87810, -1.36490, -1.06817], [2.58273, -1.67347, -2.40314], [1.31051, -1.41219, -2.87099], [2.46546, -0.66970, 1.22210], [1.23118, -0.57930, 2.56164], [0.99495, -1.63746, -3.89887], [3.86950, -1.52885, -0.63443], [3.34857, -2.09908, -3.05973], [3.13963, -1.55182, 1.40462], [3.01472, 0.30258, 1.22508], [-2.45524, -1.39782, -1.42202], [-1.20658, -0.57810, -3.43832], [-2.96295, -2.57229, 2.80294], [-2.86574, -0.75251, -0.82893], [-3.34078, -1.32568, -0.22355], [0.38117, 0.55784, 1.85778], [-2.67995, -1.66677, 2.95553], [-3.43510, -1.13913, 2.64301], [0.93724, -2.30912, 3.14761], [1.80586, -2.85678, 3.52681], [0.17271, -2.31904, 3.93265], [0.51761, -2.89369, 2.32103], [1.72958, 0.45703, 3.97552], [0.79261, 0.81496, 4.44189], [2.36040, -0.03310, 4.74362], [2.22050, 1.37230, 3.60423], [-0.07486, 2.46106, -3.08747], [-0.50602, 2.67080, -4.08462], [0.21211, 3.32121, -2.46421], [0.75967, 1.73429, -3.18690], [-2.91490, 1.66417, -3.13669], [-3.49075, 2.48249, -2.67717], [-2.68836, 1.90187, -4.18313], [-3.52646, 0.75339, -3.07965], [-0.25817, 2.51406, 0.82256], [-1.10797, 2.98892, 1.73216], [-1.12092, 4.15703, 2.04691], [-1.94507, 2.09114, 2.14845]], "lowdin_charge": [1.4679, 0.8015, -0.3343, -0.3655, -0.0453, -0.3497, -0.0523, -0.0298, -0.0216, -0.2533, 0.9895, 0.1353, 0.1232, 0.1303, 0.1234, 0.1284, 0.0857, 0.0898, 0.0577, -0.1064, 0.0730, 0.0146, -0.0549, 0.0511, -0.1579, 0.0920, 0.0627, 0.0632, -0.1892, 0.0738, 0.0884, 0.0773, -0.2131, 0.0673, 0.0462, 0.0536, -0.2459, 0.0509, 0.0601, 0.0451, -0.2204, -0.4781, 0.1918, -0.1263], "gap_ev": [4.430, 4.424], "total_charge": 2, "lumo_ev": [-8.0, -8.0], "molar_mass_g_mol": 414.2}